This record from the OMol25 dataset describes C33H34BrN5NaO2S2 as an isolated structure. The level of theory is ωB97M-V with the def2-TZVPD basis set.

Computed properties:
E_LUMO: 2.064 eV
E_HOMO: -4.51 eV
DFT total energy: -142452.5708 eV
largest force on an atom: 0.0101 hartree/bohr
total charge: -1

Atoms and positions in Å:
Na 0.400 -0.251 -0.655
C 2.831 -2.182 1.874
C 1.469 -1.596 2.121
C 0.337 -2.338 1.753
C 0.547 -3.667 1.074
C -0.937 -1.832 2.024
C -2.188 -2.609 1.712
C -1.071 -0.580 2.630
C -2.449 0.003 2.796
C 0.054 0.128 3.059
C -0.145 1.371 3.894
C 1.330 -0.357 2.760
C 2.570 0.433 3.087
H 3.115 -2.125 0.821
H 2.847 -3.240 2.141
H 3.605 -1.687 2.452
H -0.334 -4.006 0.540
H 0.828 -4.436 1.801
H 1.342 -3.600 0.333
H -2.693 -2.212 0.832
H -2.894 -2.546 2.541
H -1.987 -3.661 1.535
H -3.046 -0.180 1.903
H -2.413 1.079 2.943
H -2.985 -0.432 3.646
H -0.377 2.248 3.286
H 0.734 1.603 4.491
H -0.972 1.231 4.590
H 3.159 -0.041 3.878
H 2.343 1.447 3.407
H 3.206 0.509 2.205
C 6.068 0.908 0.825
S 5.704 -0.537 -0.190
C 4.109 -0.148 -0.872
S 3.474 -1.365 -1.893
N 3.564 0.958 -0.465
N 2.296 1.227 -0.970
C 2.255 1.561 -2.197
C 0.980 1.877 -2.864
C 0.983 2.165 -4.229
C -0.226 2.404 -4.858
C -1.389 2.340 -4.110
C -1.291 2.042 -2.756
N -0.140 1.826 -2.141
H 7.146 0.929 0.973
H 5.571 0.860 1.792
H 5.750 1.811 0.311
H 3.154 1.596 -2.816
H 1.916 2.179 -4.775
H -0.259 2.621 -5.918
H -2.359 2.497 -4.559
H -2.180 1.939 -2.142
Br 0.115 7.145 0.686
C -0.024 5.252 0.744
C -1.249 4.645 0.532
C -1.287 3.257 0.585
N -0.228 2.499 0.823
C 0.934 3.103 1.024
C 1.096 4.483 0.996
H -2.139 5.221 0.328
H -2.219 2.730 0.415
H 1.790 2.461 1.195
H 2.066 4.930 1.159
O -0.136 -2.729 -1.916
C -1.259 -2.258 -1.853
N -1.580 -1.048 -1.304
C -2.915 -0.846 -1.406
O -3.544 0.137 -1.026
C -3.547 -2.047 -2.077
C -4.854 -2.344 -2.401
C -5.096 -3.566 -3.026
C -4.057 -4.446 -3.309
C -2.740 -4.135 -2.977
C -2.515 -2.923 -2.358
H -5.654 -1.651 -2.176
H -6.108 -3.839 -3.297
H -4.280 -5.388 -3.795
H -1.922 -4.809 -3.190